# 1
{
  "formula": "C4H9NO",
  "method": "wB97M-V/def2-TZVPD",
  "species": ["O", "N", "C", "C", "C", "C", "H", "H", "H", "H", "H", "H", "H", "H", "H"],
  "positions_angstrom": [[0.8639, -1.3660, 1.0566], [0.1710, -0.0482, -0.6654], [2.4159, 0.1739, 0.3878], [1.0703, -0.4749, 0.2419], [-1.2028, -0.4996, -0.6097], [-2.0978, 0.4827, 0.1362], [3.1037, -0.6617, 0.1754], [2.8169, 1.0493, -0.1167], [-1.1853, -1.4689, -0.1051], [2.1608, 0.5296, 1.3986], [-2.0876, 1.4664, -0.3478], [0.4090, 0.7432, -1.2403], [-3.1304, 0.1217, 0.1535], [-1.7557, 0.6057, 1.1694], [-1.5518, -0.6531, -1.6342]],
  "nbo_charge": [-0.6457, -0.6079, -0.7290, 0.6695, -0.2286, -0.6153, 0.2458, 0.2128, 0.2352, 0.2505, 0.1982, 0.3935, 0.2146, 0.2158, 0.1906],
  "e_tot_ev": -7831.5263,
  "smiles": "CCNC(C)=O",
  "homo_energy_ev": -9.6,
  "relative_energy_kcal_mol": 18.3,
  "gap_ev": 10.5
}

---

# 2
{
  "formula": "C4H9NO",
  "method": "wB97M-V/def2-TZVPD",
  "species": ["O", "N", "C", "C", "C", "C", "H", "H", "H", "H", "H", "H", "H", "H", "H"],
  "positions_angstrom": [[-0.9646, -0.5633, -1.7164], [0.5778, 1.0247, -0.2069], [0.7218, 0.0634, 0.8566], [-1.5038, 0.3547, -0.7858], [-0.6409, 0.5941, 0.4804], [1.1754, -1.3473, 0.5943], [1.1749, -1.9074, 1.5398], [-2.5411, 0.0699, -0.6292], [-0.1015, -0.2262, -2.0099], [0.7358, 1.9890, 0.0250], [1.2039, 0.5366, 1.7193], [2.1904, -1.3533, 0.1853], [-1.4771, 1.3705, -1.2467], [-1.0383, 1.2282, 1.2946], [0.4874, -1.8337, -0.1004]],
  "nbo_charge": [-0.7258, -0.6330, -0.0492, -0.0467, -0.1398, -0.6316, 0.2151, 0.1781, 0.4824, 0.3589, 0.1917, 0.2114, 0.1594, 0.1928, 0.2365],
  "e_tot_ev": -7829.4598,
  "smiles": "C[C@H]1N[C@H]1CO",
  "homo_energy_ev": -9.8,
  "relative_energy_kcal_mol": 66.0,
  "gap_ev": 10.8
}

---

# 3
{
  "formula": "C4H9NO",
  "method": "wB97M-V/def2-TZVPD",
  "species": ["O", "N", "C", "C", "C", "C", "H", "H", "H", "H", "H", "H", "H", "H", "H"],
  "positions_angstrom": [[-1.5850, -0.2062, 0.7752], [-1.3639, 0.7709, -1.3507], [0.2319, -0.1372, 0.2663], [0.6991, -1.1098, 1.2868], [-1.0199, -0.3198, -0.4574], [1.2034, 0.9124, -0.2090], [1.7458, -1.4118, 1.1595], [0.6290, -0.5755, 2.2409], [-1.9724, 0.4120, -2.0724], [-1.9245, 1.4258, -0.8035], [2.1258, 0.9695, 0.3798], [0.7367, 1.8867, -0.3233], [-1.0136, -1.2756, -0.9902], [0.0242, -1.9625, 1.3385], [1.4833, 0.6210, -1.2406]],
  "nbo_charge": [-0.6144, -0.8618, 0.3789, -0.6717, 0.1529, -0.6875, 0.2195, 0.2471, 0.3645, 0.3768, 0.2175, 0.2610, 0.1245, 0.2406, 0.2522],
  "e_tot_ev": -7828.9556,
  "homo_energy_ev": -8.9,
  "relative_energy_kcal_mol": 77.6,
  "gap_ev": 9.4
}

---

# 4
{
  "formula": "C4H9NO",
  "method": "wB97M-V/def2-TZVPD",
  "species": ["O", "N", "C", "C", "C", "C", "H", "H", "H", "H", "H", "H", "H", "H", "H"],
  "positions_angstrom": [[1.1082, 0.5131, 1.4247], [1.2785, -1.1443, -0.1605], [-1.5293, 1.2695, 0.5007], [0.5162, -0.1823, 0.6377], [1.6065, -0.5347, -1.5484], [-0.9668, -0.1415, 0.3614], [-1.4328, -0.8050, 1.1048], [-1.2475, 1.6965, 1.4663], [2.1601, -1.3361, 0.3162], [2.0279, 0.4473, -1.2957], [0.7938, -2.0280, -0.3107], [-1.1829, -0.5599, -0.6259], [0.6205, -0.3706, -2.0084], [-1.1322, 1.9174, -0.2863], [-2.6203, 1.2585, 0.4242]],
  "nbo_charge": [-0.5414, -0.5999, -0.5998, 0.6967, -0.6952, -0.5195, 0.2324, 0.2273, 0.4279, 0.1542, 0.4170, 0.2283, 0.1384, 0.2193, 0.2142],
  "e_tot_ev": -7828.7092,
  "homo_energy_ev": -7.1,
  "relative_energy_kcal_mol": 83.3,
  "gap_ev": 7.6
}

---

# 5
{
  "formula": "C4H9NO",
  "method": "wB97M-V/def2-TZVPD",
  "species": ["O", "N", "C", "C", "C", "C", "H", "H", "H", "H", "H", "H", "H", "H", "H"],
  "positions_angstrom": [[0.8977, -0.4580, 1.7922], [-1.5215, 0.2485, 0.7692], [0.8841, 0.7570, 1.1008], [-0.8476, -0.0813, -0.8421], [-0.4558, 0.9562, 0.3657], [0.2652, -1.0623, -1.1780], [-1.1823, 0.5743, -1.6502], [1.1674, -0.5549, -1.5308], [-1.7429, -0.6819, -0.5896], [-0.5760, 1.9869, -0.0152], [0.5196, -1.6445, -0.2910], [1.7403, 0.8065, 0.4154], [-0.0448, -0.7186, 1.8265], [-0.0815, -1.7414, -1.9649], [0.9781, 1.6135, 1.7920]],
  "nbo_charge": [-0.7262, -0.4278, -0.0977, -0.3392, -0.0454, -0.6214, 0.2347, 0.2123, 0.3406, 0.1672, 0.2452, 0.1749, 0.4858, 0.2216, 0.1755],
  "e_tot_ev": -7827.5805,
  "homo_energy_ev": -8.7,
  "relative_energy_kcal_mol": 109.3,
  "gap_ev": 9.6
}

---

# 6
{
  "formula": "C4H9NO",
  "method": "wB97M-V/def2-TZVPD",
  "species": ["O", "N", "C", "C", "C", "C", "H", "H", "H", "H", "H", "H", "H", "H", "H"],
  "positions_angstrom": [[0.2499, 1.0453, 1.7078], [-1.2060, -0.1242, -0.1063], [0.9014, 0.3145, 0.9021], [-1.2624, -1.4029, 0.6299], [1.1652, 1.0394, -0.9786], [0.1159, -0.6581, 0.0888], [-1.7787, -1.2852, 1.5898], [0.6084, -1.2509, -0.6707], [-1.2520, 0.6879, 0.5457], [0.5969, 0.8508, -1.9238], [2.2141, 0.8340, -1.2013], [-1.7054, -2.1921, 0.0136], [1.9556, 0.0575, 1.1169], [-1.6121, 0.0104, -1.0221], [1.0094, 2.0736, -0.6917]],
  "nbo_charge": [-0.7792, -0.5635, 0.2625, -0.3155, -0.8377, -0.0506, 0.2257, 0.2422, 0.4634, 0.1708, 0.1960, 0.2034, 0.1576, 0.4182, 0.2067],
  "e_tot_ev": -7826.6443,
  "homo_energy_ev": -7.2,
  "relative_energy_kcal_mol": 130.9,
  "gap_ev": 7.7
}

---

# 7
{
  "formula": "C4H9NO",
  "method": "wB97M-V/def2-TZVPD",
  "species": ["O", "N", "C", "C", "C", "C", "H", "H", "H", "H", "H", "H", "H", "H", "H"],
  "positions_angstrom": [[0.1674, -1.4690, -0.3848], [0.3073, 0.8719, -0.2239], [-0.5067, -0.0667, -0.1263], [1.5978, -1.5270, -0.3330], [-1.7192, -0.5691, 0.4122], [-0.0570, 2.2410, 0.0581], [-2.2652, -1.2415, -0.2511], [1.8829, -2.4913, 0.0875], [1.9601, -1.4355, -1.3579], [1.9730, -0.6923, 0.2611], [-0.5141, -1.6656, 0.4920], [-2.3593, 0.1288, 0.9464], [-0.9960, 2.5532, -0.4163], [0.7475, 2.8940, -0.2927], [-0.1529, 2.3890, 1.1414]],
  "nbo_charge": [-0.5975, -0.5434, 0.5616, -0.2625, -0.9119, -0.4194, 0.2354, 0.1968, 0.2004, 0.2162, 0.5099, 0.2286, 0.1900, 0.2007, 0.1953],
  "e_tot_ev": -7827.4739,
  "homo_energy_ev": -7.9,
  "relative_energy_kcal_mol": 111.8,
  "gap_ev": 8.8
}

---

# 8
{
  "formula": "C4H9NO",
  "method": "wB97M-V/def2-TZVPD",
  "species": ["O", "N", "C", "C", "C", "C", "H", "H", "H", "H", "H", "H", "H", "H", "H"],
  "positions_angstrom": [[-1.6419, 0.0930, 0.6432], [-1.1017, 1.0199, -1.4521], [-0.7053, 0.1297, -0.4011], [1.2218, 0.1263, 1.3166], [0.7518, 0.0601, -0.1091], [0.0665, -1.1920, -0.6112], [1.3770, 0.5623, -0.8454], [-1.7818, -0.8487, 0.7915], [-0.4627, 1.7952, -1.5816], [2.1501, -0.4352, 1.4502], [0.2741, -1.5689, -1.6087], [0.0434, -1.9873, 0.1484], [1.3921, 1.1660, 1.6137], [-2.0477, 1.3671, -1.3455], [0.4643, -0.2877, 1.9911]],
  "nbo_charge": [-0.7077, -0.8476, 0.3992, -0.6056, -0.2614, -0.4819, 0.2089, 0.4777, 0.3674, 0.2079, 0.2263, 0.2047, 0.2133, 0.3837, 0.2150],
  "e_tot_ev": -7830.4275,
  "smiles": "C[C@H]1C[C@@]1(N)O",
  "homo_energy_ev": -8.6,
  "relative_energy_kcal_mol": 43.6,
  "gap_ev": 9.7
}